151
Properties=species:S:1:pos:R:3:forces:R:3:lowdin_spin:R:1 method="wB97M-V/def2-TZVPD" homo_energy_ev="-8.07 / -8.02" e_lumo_ev="0.0 / 0.0" multiplicity=3 homo_lumo_gap_ev="8.076 / 8.031" s2=2.003
O 0.146735 -4.881147 -1.950744 -0.392 0.361 -0.673 0.00
C -5.678525 -0.296937 0.363036 1.344 0.814 0.862 0.00
C 4.759905 -0.934027 2.005416 1.634 2.171 -0.248 0.00
H 5.038965 -2.796187 3.101286 0.420 -0.439 -0.115 0.00
O 2.709075 -1.950597 1.492966 -0.881 -1.677 0.398 0.00
H -3.435385 -1.646627 5.010406 -0.111 -0.271 0.364 0.00
H -0.792235 3.968013 -4.475994 0.324 -0.281 -0.185 0.00
H -2.232845 -3.491317 0.586916 0.050 -0.743 -0.109 0.00
H 4.620365 0.457913 3.720806 0.073 0.062 -0.176 0.00
H 1.937465 -0.746737 -0.029504 -0.182 -0.756 -0.081 0.00
H -4.856445 3.206823 -3.070404 -0.039 -0.112 0.154 0.00
N 3.853115 -1.453197 0.974146 2.688 1.647 -1.708 0.00
H -3.530795 -0.606387 2.895096 0.511 -0.073 0.094 0.00
C -3.314475 -0.777337 5.656796 2.351 0.595 0.339 0.00
H -0.595005 3.080913 -2.914814 0.275 -0.408 -0.389 0.00
O -0.335705 -5.498317 -5.000294 0.410 -0.203 0.735 0.00
H -2.486435 -2.155177 2.113736 -0.083 0.158 -0.107 0.00
O -0.985945 1.553293 -0.156624 0.380 -0.975 0.740 0.02
O 1.236935 4.544113 -1.866934 0.483 -0.168 0.329 0.00
C 0.986235 -0.369037 4.778166 -0.735 -0.202 -0.299 0.00
H -3.263975 -2.781007 -5.835984 -0.186 -0.032 -0.042 0.00
H -1.368295 5.360123 -0.502974 -0.593 -0.184 -0.526 0.00
Ni -1.065795 -0.624477 -0.672134 -0.810 1.106 -0.699 1.85
C -5.250925 1.077613 -2.836074 -0.289 -0.774 -0.128 0.00
F -5.685545 0.707763 1.223276 0.635 1.310 1.162 0.00
H 6.576825 -2.180727 2.259136 -0.468 -0.730 -0.526 0.00
O -3.234415 -0.615497 -0.597894 -2.666 0.981 1.172 0.02
H 3.006765 -2.783457 1.866236 -0.676 -0.762 0.505 0.00
H 7.032225 0.300203 -0.498154 0.012 -0.191 -0.149 0.00
H -0.917195 1.396063 7.014486 0.101 0.403 -0.144 0.00
H -0.634015 -4.046607 1.200406 -0.013 -0.082 0.071 0.00
H 4.313285 0.593933 -3.818894 -0.320 -0.490 -0.605 0.00
H 3.360915 1.959743 -4.559894 -0.096 -0.185 -0.076 0.00
C -2.830065 0.414743 4.691846 -1.585 -0.900 2.755 0.00
H 2.339915 -2.869087 -0.891354 0.266 -0.341 0.389 0.00
H 1.735005 3.962083 -3.749634 -0.342 -0.321 0.004 0.00
H 1.008315 0.801473 1.431786 -0.171 0.515 0.187 0.00
H -5.376095 2.274373 -4.472554 0.222 0.300 -0.334 0.00
O -1.624745 -1.300287 -4.494064 1.791 -0.958 -2.416 0.00
H 3.693445 -3.119197 -2.034314 -0.169 0.026 -0.014 0.00
C -3.333195 5.292313 -0.193344 -0.873 1.346 -0.823 0.00
F 1.141305 -0.285287 -4.881574 1.218 -0.453 -0.401 0.00
C -1.011345 -0.062337 -4.044954 -3.993 -1.296 3.403 0.01
H -3.509985 5.657053 -1.205174 0.383 -0.206 -0.483 0.00
H 2.006365 -4.570647 -2.706894 0.250 -0.127 -0.227 0.00
H -3.701605 2.125703 -3.880854 0.028 0.032 0.032 0.00
C 6.430415 -0.505097 -0.076934 -1.881 -0.392 1.914 0.00
H 5.355225 2.325493 -2.236704 0.014 -0.781 0.074 0.00
C -1.205495 -3.204107 0.810886 -1.199 -0.807 0.201 0.00
O -0.745495 -0.248867 -2.693594 1.889 0.921 -1.194 0.02
C 0.984265 -4.605077 -3.084014 1.050 -0.064 -0.679 0.00
C -4.743075 2.252913 -3.585464 -0.045 0.578 -0.710 0.00
H 2.098275 0.934923 -2.898724 -0.256 -0.169 -0.107 0.00
C -2.824635 -1.884717 -3.991394 -0.309 3.498 1.000 0.00
C 5.242675 -3.530467 -0.103324 -0.822 1.549 1.413 0.00
H -2.724455 -2.107347 -2.929084 -0.115 0.134 0.121 0.00
O -0.950555 1.182433 3.390746 -0.184 -0.055 1.093 0.00
H 1.086325 5.575473 -3.588724 -0.362 0.093 -0.506 0.00
H 0.895065 -6.580367 -3.771884 -0.125 -0.357 -0.304 0.00
H -1.033705 2.030503 3.832876 0.188 0.702 -0.230 0.00
C -0.021895 1.109553 6.462716 -0.907 0.025 -0.441 0.00
H 6.550905 0.339293 1.818156 -0.517 0.665 0.548 0.00
H -2.847495 1.874743 6.462146 0.107 -0.496 -0.033 0.00
F -0.315245 0.317523 -6.364624 -0.046 0.446 0.565 0.00
C -3.661545 0.324133 3.447496 -0.206 0.080 -1.627 0.00
H -4.241545 -3.440627 -4.486114 0.124 0.208 0.193 0.00
H 0.445055 1.960043 5.965996 -0.286 0.194 -0.110 0.00
H -2.618175 -1.808207 7.512486 -0.212 -0.141 -0.148 0.00
C 5.368125 -1.078877 -1.019434 0.251 0.243 1.843 0.00
H -0.423165 -3.505047 -0.943494 0.132 -0.463 -0.675 0.00
H 1.716805 -0.690437 5.520516 -0.038 0.322 0.214 0.00
H -3.395355 1.122043 2.754256 0.030 0.048 -0.115 0.00
H 0.968465 -1.183907 4.054456 -0.485 -0.169 -0.123 0.00
C 3.940745 -0.002817 3.003906 1.005 -1.961 -0.765 0.00
C -3.889255 3.931253 -0.050184 0.953 0.443 -0.273 0.00
O -2.010805 5.420293 0.207776 0.767 0.205 1.027 0.00
H 7.050975 -1.317647 0.300906 0.498 -0.002 -0.410 0.00
C 5.657145 -1.951447 2.797396 -0.478 0.569 -0.268 0.00
H 0.562745 5.093143 -1.459954 0.030 0.122 0.079 0.00
H -1.052765 -0.305407 2.303226 -0.118 0.667 -0.043 0.00
O 1.126955 -0.289867 -0.266024 -0.706 0.104 -0.599 0.02
H -5.033215 0.199663 -3.444274 0.156 -0.386 0.186 0.00
C 0.343535 2.005123 -0.326574 0.994 -0.902 0.380 0.00
C -2.300735 -0.998297 6.855686 0.236 -0.436 -1.298 0.00
H 0.683645 0.814923 7.239576 0.133 -0.479 -0.286 0.00
C -3.219705 1.714803 5.450226 0.798 -0.085 -0.800 0.00
C 0.049955 0.456993 -5.079194 -0.299 -2.368 1.367 0.00
H -2.749055 2.485693 4.840036 -0.693 0.775 0.070 0.00
H 2.923775 -1.551717 -1.813984 0.208 0.213 -0.013 0.00
H 5.049595 0.844903 0.843716 0.253 0.469 0.387 0.00
H -0.465885 -4.566687 -5.191904 -0.121 0.217 -0.143 0.00
N -1.418485 0.258353 4.361366 1.009 -1.983 1.257 0.00
H 0.407085 -5.712197 -1.546794 0.097 -0.116 -0.109 0.00
H 2.331905 1.168423 0.283026 -0.050 0.876 0.143 0.00
H 3.877965 3.826053 -2.548414 -0.347 0.469 0.128 0.00
H -2.479545 -3.745957 -4.596514 -0.314 -0.853 -0.375 0.00
C -0.804255 -1.267997 6.413716 -2.426 1.582 -1.273 0.00
H 0.801305 -3.609827 -3.489114 -0.550 0.206 0.493 0.00
H -4.961385 4.012213 -0.229314 -0.157 -0.483 -0.325 0.00
C 4.980365 2.468973 -3.250114 -1.496 0.681 -0.049 0.00
C 3.797055 1.539593 -3.653604 2.250 -0.092 0.402 0.00
H -0.935615 -2.386547 2.832476 0.358 -0.256 -0.082 0.00
C -4.588855 -0.180967 -0.752224 2.334 -2.411 -3.213 0.01
H -0.247015 -1.338257 7.347876 0.557 0.239 -0.430 0.00
H -4.308695 1.746533 5.484636 0.127 0.485 -0.256 0.00
C -0.487985 4.034713 -3.431454 1.186 -0.329 -0.485 0.00
C 0.954945 4.544703 -3.259564 -0.585 0.187 0.372 0.00
H 0.514395 2.040303 -1.402524 0.584 -0.058 0.116 0.00
O -1.015045 -0.831397 1.501036 -0.043 -1.651 -0.734 0.02
H -4.749645 0.354693 3.504096 0.039 0.328 0.936 0.00
H 6.127055 -1.560897 3.700036 -0.702 0.558 0.296 0.00
F -5.535825 -1.423297 1.065826 0.781 -0.601 0.175 0.00
O -1.354235 4.920003 -2.788674 -0.515 1.135 0.393 0.00
H -2.364585 -0.101907 7.472536 0.242 0.066 0.034 0.00
H -3.600505 -1.141117 -4.173574 -0.243 0.595 0.781 0.00
H 0.537215 2.994393 0.088076 -0.256 0.013 0.123 0.00
C 1.265645 0.966723 0.385566 -0.250 0.463 -0.880 0.00
H -2.226945 4.619403 -3.052524 -0.327 0.156 0.469 0.00
O -0.645485 -2.759217 -0.381434 0.447 2.040 -0.009 0.02
H 4.680295 -0.274247 -1.279344 0.180 0.085 -0.585 0.00
F 0.421115 1.711463 -4.841074 -0.329 0.520 -0.200 0.00
H 5.814305 2.371233 -3.945164 -0.180 0.035 -0.139 0.00
O 2.890715 1.387183 -2.600214 -0.115 0.549 0.616 0.00
C 4.442085 -2.119937 -0.248884 -0.281 -1.363 -1.884 0.00
H 3.392155 0.750523 2.438546 -0.215 -0.210 0.212 0.00
H -5.088805 -0.892997 -1.408854 0.048 -0.742 -0.559 0.00
H -6.339065 1.131113 -2.801714 -0.243 0.031 0.560 0.00
C -0.383365 -0.046747 5.456706 1.635 -0.240 0.928 0.00
O -4.621675 1.015663 -1.589254 -0.100 0.290 2.527 0.00
H 1.361265 0.485733 4.215286 0.050 0.094 0.264 0.00
C -3.276355 -3.023517 -4.773384 1.430 -1.671 -1.051 0.00
C 5.698825 0.047093 1.204406 0.589 -0.845 -0.798 0.00
H -1.620335 2.265473 -0.265894 -0.686 0.339 -0.499 0.00
H -3.738535 3.666343 0.996336 0.071 -0.668 0.068 0.00
H -3.657045 2.289943 -0.922884 -0.093 -1.152 -0.895 0.00
H -4.233065 -0.479827 6.162546 -0.289 -0.090 -0.607 0.00
C -1.421015 -2.158317 1.883586 0.052 1.183 0.806 0.00
H -0.740905 -2.204337 5.859306 -0.016 -0.079 0.024 0.00
H -1.827265 0.658653 -4.095304 -0.285 0.743 -0.361 0.00
C 0.890975 -5.602797 -4.254024 -1.282 -0.293 0.404 0.00
H 6.002255 -1.441507 -1.828434 -1.060 -0.633 -0.569 0.00
H 5.414685 -3.979737 -1.081424 -0.004 0.107 0.190 0.00
H 3.332405 -0.730997 3.540366 -0.513 0.631 0.153 0.00
F -6.930925 -0.339057 -0.046534 -0.987 -0.051 -1.783 0.00
H 1.685605 -5.606287 -5.000114 0.571 0.509 0.517 0.00
H 4.685655 -4.199017 0.553086 -0.478 -0.324 -0.348 0.00
H 6.160035 -3.436917 0.477876 0.309 0.295 -0.483 0.00
H -3.979065 5.980903 0.351446 0.251 0.133 0.706 0.00
O 4.507985 3.823893 -3.272764 0.342 -0.168 -0.099 0.00
C 3.261475 -2.447377 -1.292584 0.828 0.546 0.721 0.00
O -3.164895 3.111483 -0.989614 -0.532 0.730 1.478 0.00